Model one:
One molecule with the formula C2H5NS2. Source: the OMol25 dataset; level of theory: the ωB97M-V functional and the def2-TZVPD basis.

## Properties
Highest occupied orbital energy (Ha): -0.3123
HOMO-LUMO gap (eV): 8.01
SMILES string: SC/C=N/S
Multiplicity: 1

Each line ends with the Mulliken charge.
CARTESIAN COORDINATES (ANGSTROEM)
S 1.54657 -1.55578 -1.26753  -0.241
C 0.08444 -0.54476 -1.08068  -0.310
C -0.00328 -0.11560 0.40258  -0.221
N -1.04233 0.84477 0.50818  -0.283
S -0.96728 1.52770 1.96529  -0.128
H 2.21098 -0.46939 -0.15858  0.139
H -0.13037 0.01572 -2.02190  0.334
H -0.75562 -1.43264 -1.14745  0.216
H 0.61413 -0.87755 1.18665  0.366
H -1.55726 2.60752 1.61344  0.128

***

Model two:
One molecule with the formula C2H5NS2. Source: the OMol25 dataset; level of theory: the ωB97M-V functional and the def2-TZVPD basis.

## Properties
Highest occupied orbital energy (Ha): -0.3234
HOMO-LUMO gap (eV): 8.96
SMILES string: NC(=S)CS
Multiplicity: 1

Each line ends with the Mulliken charge.
CARTESIAN COORDINATES (ANGSTROEM)
N -1.16294 -0.97202 -0.66536  -0.454
C 0.12696 -0.37115 -0.59609  0.321
S 1.30424 -0.25739 -1.73780  -0.242
C 0.46136 0.02870 0.84058  -0.736
S 0.12452 1.78803 1.11994  -0.176
H -1.28894 -1.37249 -1.55228  0.249
H -1.87048 -0.42719 -0.17856  0.241
H -0.15143 -0.49371 1.56025  0.323
H 1.50696 -0.22033 0.98391  0.333
H 0.94977 2.29755 0.22541  0.142

***

Most stable one: model two, least stable one: model one.